Entry 1:
Entry from OMol25: C3H3O2P in the gas phase (ωB97M-V/def2-TZVPD).

Atoms and positions in Å:
C1 0.49318 1.70143 -0.50006
C2 0.94186 2.63080 0.24556
C3 0.10326 -1.14005 0.86437
O1 -1.43238 0.48036 -2.34393
O2 -0.58976 -0.83774 -0.40249
P1 -0.55174 0.54539 -1.22967
H1 1.14565 -0.74765 0.67678
H2 0.22197 -2.18421 1.22082
H3 -0.33204 -0.44833 1.46862

Force components x, y, z for each atom (eV/Å):
C -1.66 -1.31 -1.11
C -0.41 -0.85 -0.61
C 3.27 0.67 -2.44
O -0.92 0.48 -1.70
O -0.14 0.19 -1.12
P 2.92 -0.38 4.71
H -0.84 -0.57 0.52
H -1.07 0.58 -0.93
H -1.14 1.20 2.68

As for the HOMO-LUMO gap: 9.532 eV. The HOMO energy is -10.61 eV.


Entry 2:
Entry from OMol25: a gas-phase ion, C3H3O2S2 (charge -1) (ωB97M-V/def2-TZVPD).

Atoms and positions in Å:
C1 -1.71886 -0.04562 -0.08282
C2 -0.25513 0.34026 -0.06359
S1 0.10888 1.76778 -0.78035
O1 0.55439 -0.47380 0.49743
C3 2.19725 -0.29891 0.35223
O2 2.66797 0.37577 1.20405
S2 2.66449 -1.27766 -0.85612
H1 -1.84714 -1.01493 -0.55760
H2 -2.11141 -0.08736 0.93214
H3 -2.26045 0.71447 -0.64537

Force components x, y, z for each atom (eV/Å):
C 0.03 -0.07 0.11
C -0.30 0.14 -0.08
S 0.66 0.89 -0.43
O -0.41 -0.19 0.36
C -0.04 0.34 0.73
O -0.40 0.18 0.11
S 0.47 -0.73 -1.09
H 0.01 -0.22 0.04
H -0.01 -0.14 0.12
H 0.01 -0.20 0.12

As for the HOMO-LUMO gap: 7.860 eV. The HOMO energy is -4.26 eV. Its SMILES is CC(=S)OC([O-])=S. As for the total charge: -1.


Entry 3:
Entry from OMol25: a molecular structure, C3H3O2Tb (ωB97M-V/def2-TZVPD).

Atoms and positions in Å:
C1 -3.61741 1.79322 0.55788
C2 -2.84221 2.60757 -0.13137
H1 -3.86214 1.61298 1.60520
H2 -2.19598 3.34052 0.37522
H3 -2.85168 2.63594 -1.22661
O1 -1.32492 -0.71933 0.56236
C3 -0.42137 -0.38411 -0.06122
Tb1 2.53777 -0.10045 -1.91004
O2 0.55880 -0.26184 -0.69321

Force components x, y, z for each atom (eV/Å):
C 4.46 4.83 0.37
C -3.30 -3.13 -0.40
H -1.58 -1.43 -0.31
H -0.14 -0.15 0.54
H -0.01 0.23 -0.04
O 0.97 1.27 -0.87
C -2.05 -2.37 1.81
Tb 0.66 -0.13 -0.32
O 0.98 0.90 -0.79

As for the HOMO-LUMO gap (spin up / spin down): 8.098 / 8.060 eV. The HOMO energy (spin up / spin down) is -22.58 / -22.54 eV. As for the total charge: +3. The spin multiplicity is 8.


In the order shown, the computed E_tot values come out to -607.79418, -1063.04131, -1089.70628 a.u..
In the order shown, the computed maximum force values come out to 5.55, 1.39, 6.58 eV/A.
In the order shown, the computed ΔE to the lowest compared entry with this formula, charge and spin values come out to 3.713, 0.116, 0.149 eV.